Record 1
Here is an isolated molecule of C14H16N2O2S from OMol25. Energies are from ωB97M-V with the def2-TZVPD basis set.

Structure (XYZ):
```
35
Properties=species:S:1:pos:R:3:forces:R:3:mulliken_charge:R:1
C -3.4370 -1.7655 0.5976 0.0 0.0 0.0 -1.595
C -2.3243 -0.7650 0.6352 0.1 0.0 0.1 1.254
C -1.1995 -1.0020 1.4164 0.0 0.1 0.0 -1.032
C -0.1557 -0.0943 1.4612 0.0 0.1 0.1 -0.746
C -0.2509 1.0614 0.7159 0.5 0.3 0.1 0.124
S 1.1007 2.2303 0.7237 0.0 0.4 -0.2 1.335
O 0.5993 3.5618 0.9066 -0.2 0.0 -0.2 -0.745
O 2.1139 1.7552 1.6139 -0.2 -0.2 0.0 -0.639
N 1.6996 2.2263 -0.8476 -0.2 0.2 0.7 -0.403
C 1.6862 0.9987 -1.6167 -0.1 -0.4 -0.3 -0.920
C 2.2654 -0.1309 -0.8130 0.2 -0.4 -0.1 0.687
C 3.4732 0.0184 -0.1436 -0.1 -0.3 -0.1 -0.173
C 3.9474 -1.0458 0.6065 0.2 0.4 -0.1 -0.368
N 3.3215 -2.2065 0.7056 0.2 -0.4 0.3 -0.641
C 2.1828 -2.3528 0.0534 -0.3 0.0 -0.2 -0.414
C 1.6087 -1.3512 -0.7136 0.3 0.1 -0.1 -0.354
C -1.3630 1.3257 -0.0578 -0.2 0.0 -0.1 -1.028
C -2.4128 0.4186 -0.1101 0.2 0.1 0.0 1.284
C -3.6175 0.7056 -0.9512 0.0 0.0 0.0 -1.747
H -3.6102 -2.1102 -0.4211 -0.1 -0.1 -0.1 0.328
H -3.2038 -2.6247 1.2201 0.0 -0.1 0.0 0.393
H -4.3637 -1.3188 0.9556 -0.1 0.0 0.0 0.352
H -1.1382 -1.9110 1.9960 0.0 -0.1 0.1 0.384
H 0.7257 -0.2608 2.0587 0.1 -0.1 0.1 0.542
H 1.3232 3.0190 -1.3438 -0.1 0.2 0.0 0.307
H 0.6691 0.7294 -1.9445 0.2 0.0 0.0 0.369
H 2.3008 1.1610 -2.5108 -0.1 0.0 0.1 0.462
H 4.0105 0.9504 -0.1915 0.1 0.1 0.1 0.379
H 4.8750 -0.9684 1.1569 0.1 0.1 0.0 0.388
H 1.7034 -3.3177 0.1568 -0.1 -0.1 0.0 0.403
H 0.6673 -1.5158 -1.2173 -0.1 0.0 0.0 0.355
H -1.4092 2.2556 -0.6054 -0.1 0.1 -0.1 0.377
H -3.7551 -0.0694 -1.7047 -0.1 0.0 -0.1 0.331
H -4.5153 0.7289 -0.3352 -0.1 0.0 0.0 0.352
H -3.5173 1.6645 -1.4520 0.0 0.0 -0.1 0.401
```
Positions in Å, forces in eV/Å.

Summary:
LUMO, eV: 0.42
Electronic energy, Ha: -1201.2549
Highest occupied orbital energy, Ha: -0.3419
Spin multiplicity: 1
Energy relative to the best compared isomer or geometry (same formula, charge and spin), kcal per mole: 33.3
SMILES: Cc1ccc(S(=O)(=O)NCc2ccncc2)cc1C

---

Record 2
Here is an isolated molecule of C18H24N4O5S in a non-equilibrium geometry from OMol25. Energies are from ωB97M-V with the def2-TZVPD basis set.

Structure (XYZ):
```
52
Properties=species:S:1:pos:R:3:forces:R:3:mulliken_charge:R:1
C -0.4579 6.0728 0.7435 0.0 0.0 0.3 -1.078
C 0.2110 5.8443 2.0943 0.2 0.1 -0.1 -0.328
C 1.6676 5.3907 1.9815 -0.2 -0.1 0.0 -0.784
C 1.8728 4.0476 1.2793 0.0 0.2 0.2 -0.464
C 1.2271 2.8785 2.0338 0.2 0.1 -0.1 -0.757
C 1.5868 1.5685 1.3633 -0.3 0.4 0.2 0.473
O 2.4307 0.8147 1.7830 0.3 -0.2 0.1 -0.633
N 0.8644 1.3572 0.2142 -0.3 0.2 -0.2 -0.005
C 0.9389 0.3011 -0.6866 0.1 -0.4 -0.2 0.804
C 1.8496 -0.7470 -0.5461 0.1 0.0 0.1 -0.500
C 1.8567 -1.7776 -1.4671 0.0 0.0 -0.1 -0.435
C 0.9664 -1.7634 -2.5227 0.2 -0.5 -0.4 0.205
S 0.8352 -3.1674 -3.6152 -0.4 0.1 -0.1 1.223
O 1.8644 -4.1128 -3.3263 0.0 0.1 0.4 -0.639
O 0.6320 -2.7515 -4.9690 -0.2 0.2 0.1 -0.708
N -0.6647 -3.8048 -3.1311 0.7 0.2 -0.7 -0.240
C -0.9589 -3.7985 -1.7866 0.1 -0.3 1.3 -0.324
C -0.0196 -4.1969 -0.8518 -0.2 -0.1 0.1 0.138
C -0.3998 -4.0608 0.4859 -0.6 0.3 -0.4 0.447
O 0.4758 -4.3814 1.4339 0.2 -0.1 -0.4 -0.424
C 0.0528 -4.2002 2.7750 -0.2 0.1 0.4 -0.705
N -1.5988 -3.6131 0.8387 0.2 -0.1 0.4 -0.541
C -2.4363 -3.3109 -0.1433 0.7 -0.2 -0.4 0.363
O -3.6347 -2.8954 0.2526 0.0 0.0 0.3 -0.422
C -4.5584 -2.5753 -0.7716 -0.3 0.1 -0.3 -0.694
N -2.1735 -3.3618 -1.4397 -0.3 0.1 -0.3 -0.463
C 0.0689 -0.7250 -2.6862 0.0 0.2 0.0 -0.904
C 0.0583 0.3094 -1.7732 0.0 -0.1 0.0 -0.846
H 0.1297 6.7611 0.1400 0.0 0.1 -0.1 0.298
H -0.5692 5.1424 0.1918 0.0 -0.1 -0.1 0.205
H -1.4484 6.4998 0.8820 -0.1 0.0 -0.1 0.372
H 0.1942 6.7815 2.6547 -0.1 0.0 0.1 0.359
H -0.3632 5.1160 2.6697 0.0 0.0 0.1 0.253
H 2.0926 5.3296 2.9857 0.1 0.0 0.0 0.336
H 2.2278 6.1509 1.4323 0.1 0.1 0.1 0.352
H 1.4808 4.1002 0.2618 0.1 0.0 -0.1 0.284
H 2.9458 3.8578 1.2058 0.0 0.0 -0.1 0.321
H 1.6115 2.8519 3.0539 -0.1 -0.1 0.0 0.391
H 0.1431 2.9950 2.0676 -0.1 0.0 0.0 0.276
H 0.1741 2.0587 -0.0172 0.1 -0.1 0.1 0.089
H 2.5328 -0.7495 0.2865 0.0 0.0 0.0 0.576
H 2.5504 -2.5976 -1.3789 0.1 -0.1 0.1 0.489
H -1.4302 -3.5014 -3.7160 0.0 0.1 -0.1 0.379
H 0.9415 -4.5789 -1.1382 0.1 -0.1 0.0 0.796
H -0.1675 -3.1487 2.9675 0.0 -0.1 0.0 0.284
H 0.8811 -4.5360 3.3947 0.0 0.0 -0.1 0.271
H -0.8441 -4.7879 2.9777 0.1 0.0 0.0 0.327
H -4.1851 -1.7525 -1.3852 -0.1 -0.1 0.0 0.282
H -5.4750 -2.2852 -0.2624 0.1 0.0 0.0 0.237
H -4.7363 -3.4386 -1.4156 0.0 0.1 0.0 0.306
H -0.6036 -0.7357 -3.5292 -0.2 0.1 -0.1 0.400
H -0.6395 1.1262 -1.8918 -0.1 0.1 0.0 0.357
```
Positions in Å, forces in eV/Å.

Summary:
LUMO, eV: 0.32
Electronic energy, Ha: -1693.7535
Highest occupied orbital energy, Ha: -0.3288
Spin multiplicity: 1
Energy relative to the best compared isomer or geometry (same formula, charge and spin), kcal per mole: 8.5
SMILES: CCCCCC(=O)Nc1ccc(S(=O)(=O)Nc2cc(OC)nc(OC)n2)cc1

---

Record 3
Here is an isolated molecule of C4H4N2OS in a non-equilibrium geometry from OMol25. Energies are from ωB97M-V with the def2-TZVPD basis set.

Structure (XYZ):
```
12
Properties=species:S:1:pos:R:3:forces:R:3:mulliken_charge:R:1
O 1.1035 2.2937 -0.0214 -2.3 0.7 -0.2 -0.360
N 0.2857 1.1627 -0.1409 -1.5 1.2 1.3 -0.261
C -0.9953 1.2974 0.0982 3.0 -5.3 -1.6 -0.057
N -1.7134 0.0270 -0.0427 -0.5 1.6 0.3 -0.604
C -1.2489 -1.1617 -0.0953 0.3 -0.2 -0.3 0.204
C 0.1278 -1.6656 -0.0506 -1.7 -0.6 -0.2 -0.212
C 1.1856 -0.9312 0.1707 2.0 0.6 -0.7 0.368
S 2.6725 -0.4229 0.2042 0.0 -0.6 0.4 -0.414
H 2.0180 2.0802 0.1481 0.4 -1.2 -0.1 0.295
H -1.6648 2.0646 0.2800 -0.5 2.0 0.5 0.445
H -1.9774 -2.0015 -0.2451 0.4 1.0 0.2 0.296
H 0.2065 -2.7426 -0.3053 0.4 0.8 0.6 0.300
```
Positions in Å, forces in eV/Å.

Summary:
LUMO, eV: -0.44
Electronic energy, Ha: -737.6015
Highest occupied orbital energy, Ha: -0.3158
Spin multiplicity: 1
Energy relative to the best compared isomer or geometry (same formula, charge and spin), kcal per mole: 105.4
SMILES: O/N=C/N=C\C=C=S

---

Record 4
Here is an isolated molecule of C6H9N from OMol25. Energies are from ωB97M-V with the def2-TZVPD basis set.

Structure (XYZ):
```
16
Properties=species:S:1:pos:R:3:forces:R:3:mulliken_charge:R:1
C 0.6212 2.4021 -0.6040 0.0 0.0 0.0 -1.118
C 0.5723 0.9603 -0.2100 0.0 -0.1 0.0 0.353
C 1.5310 0.1319 0.3198 -0.1 0.1 -0.1 -0.531
C 0.9257 -1.1411 0.5403 -0.2 -0.1 0.1 -0.595
C -0.3884 -1.0557 0.1566 0.0 0.0 0.1 0.365
C -1.5392 -2.0026 0.3137 0.0 -0.1 0.0 -1.155
N -0.5892 0.2231 -0.3010 0.1 0.1 -0.1 -0.101
H -0.2933 2.9175 -0.2866 0.2 0.0 -0.1 0.317
H 1.4649 2.8845 -0.1012 -0.1 0.0 -0.1 0.300
H 0.7336 2.5546 -1.6855 0.0 -0.1 0.2 0.250
H 2.5574 0.4078 0.5358 -0.2 0.0 -0.1 0.400
H 1.3816 -2.0155 0.9820 0.0 0.1 0.0 0.407
H -2.3037 -1.8758 -0.4640 0.2 0.0 0.1 0.332
H -1.2017 -3.0401 0.2772 0.0 0.1 -0.1 0.312
H -2.0347 -1.8708 1.2837 0.1 0.1 -0.1 0.245
H -1.4375 0.5198 -0.7569 0.1 0.1 0.2 0.219
```
Positions in Å, forces in eV/Å.

Summary:
LUMO, eV: 1.04
Electronic energy, Ha: -288.7803
Highest occupied orbital energy, Ha: -0.2822
Spin multiplicity: 1
Energy relative to the best compared isomer or geometry (same formula, charge and spin), kcal per mole: 1.1
SMILES: Cc1ccc(C)[nH]1

---

no.,Kohn-Sham gap (eV)
1,9.7
2,9.3
3,8.1
4,8.7